1.
{
  "formula": "C45H46N3O5TeTi",
  "method": "wB97M-V/def2-TZVPD",
  "gap_ev": 4.5,
  "molar_mass_g_mol": 884.3,
  "charge": 3,
  "lumo_ev": -9.68,
  "de_lowest_kcal_mol": 20.3,
  "fmax_ev_per_a": 3.34,
  "total_energy_ha": -3399.5013,
  "elements": ["Ti", "C", "O", "C", "C", "O", "C", "C", "O", "C", "H", "H", "H", "H", "H", "H", "H", "H", "H", "H", "H", "H", "H", "H", "C", "C", "C", "C", "C", "O", "C", "C", "C", "C", "C", "C", "C", "O", "C", "C", "C", "N", "C", "C", "Te", "C", "C", "C", "C", "C", "C", "C", "C", "C", "C", "C", "C", "H", "H", "H", "H", "H", "H", "H", "H", "H", "H", "H", "H", "H", "H", "H", "H", "H", "H", "H", "H", "H", "H", "H", "H", "C", "C", "C", "C", "N", "C", "C", "C", "C", "C", "C", "N", "H", "H", "H", "H", "H", "H", "H", "H"],
  "coordinates": [[0.154, -0.082, -1.280], [-1.902, 2.336, -3.317], [-0.784, 1.448, -3.209], [0.006, 1.472, -4.393], [1.051, 0.360, -4.295], [1.542, 0.303, -2.947], [2.914, -0.109, -2.895], [3.359, -0.269, -1.424], [2.204, -0.262, -0.586], [2.508, -0.580, 0.782], [-2.642, 1.942, -4.020], [-1.580, 3.322, -3.667], [-2.348, 2.426, -2.327], [0.489, 2.454, -4.498], [-0.623, 1.313, -5.278], [1.869, 0.580, -4.988], [0.613, -0.611, -4.574], [3.532, 0.649, -3.397], [3.028, -1.061, -3.434], [3.903, -1.216, -1.303], [4.046, 0.537, -1.125], [3.379, -1.237, 0.849], [1.636, -1.091, 1.197], [2.720, 0.331, 1.353], [-3.836, 0.822, 4.341], [-2.973, 0.410, 3.198], [-2.879, -0.916, 2.770], [-1.981, -1.291, 1.778], [-1.904, -2.663, 1.183], [-1.647, -2.757, -0.017], [-2.151, -3.798, 2.063], [-1.902, -3.736, 3.441], [-2.134, -4.839, 4.237], [-2.630, -6.012, 3.682], [-2.890, -6.081, 2.320], [-2.634, -4.992, 1.512], [-1.197, -0.306, 1.150], [-0.333, -0.620, 0.213], [-1.354, 1.058, 1.490], [-2.235, 1.379, 2.530], [-0.635, 2.093, 0.759], [0.008, 1.865, -0.358], [0.673, 3.010, -0.992], [2.187, 3.072, -0.782], [2.879, 4.101, 1.038], [4.055, 2.415, 1.657], [5.066, 1.966, 0.814], [5.848, 0.884, 1.182], [5.634, 0.249, 2.396], [4.640, 0.707, 3.247], [3.851, 1.789, 2.881], [-0.728, 3.425, 1.410], [-1.555, 4.433, 0.918], [-1.661, 5.632, 1.603], [-0.946, 5.841, 2.771], [-0.141, 4.832, 3.276], [-0.045, 3.621, 2.612], [-4.365, -0.018, 4.777], [-4.561, 1.575, 4.036], [-3.215, 1.280, 5.110], [-3.530, -1.663, 3.199], [-1.492, -2.837, 3.879], [-1.921, -4.793, 5.294], [-2.812, -6.866, 4.317], [-3.285, -6.992, 1.897], [-2.830, -5.028, 0.451], [-2.375, 2.412, 2.810], [0.232, 3.950, -0.645], [0.499, 2.925, -2.067], [2.609, 3.631, -1.612], [2.621, 2.079, -0.776], [5.271, 2.494, -0.109], [6.647, 0.560, 0.532], [6.268, -0.574, 2.688], [4.484, 0.229, 4.202], [3.091, 2.154, 3.559], [-2.135, 4.271, 0.020], [-2.311, 6.403, 1.225], [-1.026, 6.782, 3.293], [0.407, 4.981, 4.193], [0.550, 2.815, 3.018], [-4.000, -0.834, -2.246], [-3.908, -1.837, -3.205], [-2.656, -2.312, -3.554], [-1.530, -1.776, -2.929], [-1.622, -0.737, -2.073], [-2.832, -0.294, -1.732], [-0.219, -2.447, -2.958], [0.113, -3.484, -3.833], [1.260, -4.229, -3.602], [1.992, -3.972, -2.450], [1.622, -2.900, -1.653], [0.591, -2.105, -1.935], [-4.962, -0.490, -1.901], [-4.795, -2.268, -3.640], [-2.561, -3.122, -4.262], [-2.862, 0.507, -0.997], [-0.517, -3.710, -4.678], [1.554, -5.019, -4.278], [2.834, -4.588, -2.177], [2.154, -2.701, -0.730]]
}

***

2.
{
  "formula": "C45H47AsN7S2Se4Sn",
  "method": "wB97M-V/def2-TZVPD",
  "gap_ev": 6.2,
  "molar_mass_g_mol": 1259.5,
  "charge": -1,
  "lumo_ev": 2.34,
  "de_lowest_kcal_mol": 44.8,
  "fmax_ev_per_a": 2.98,
  "total_energy_ha": -14978.5958,
  "elements": ["Sn", "Se", "Se", "Se", "Se", "S", "C", "N", "C", "C", "C", "C", "C", "C", "S", "H", "H", "H", "H", "C", "N", "C", "C", "N", "C", "C", "C", "C", "C", "C", "C", "C", "C", "N", "C", "N", "C", "C", "N", "C", "C", "C", "N", "C", "C", "H", "H", "H", "H", "H", "H", "H", "H", "H", "H", "H", "H", "H", "H", "H", "H", "H", "H", "H", "H", "H", "H", "H", "H", "H", "H", "H", "H", "H", "H", "C", "C", "C", "C", "C", "C", "As", "C", "C", "C", "C", "C", "C", "C", "C", "C", "C", "C", "C", "H", "H", "H", "H", "H", "H", "H", "H", "H", "H", "H", "H", "H"],
  "coordinates": [[0.265, -0.088, -0.759], [0.751, -3.125, -0.969], [2.900, -2.363, -1.286], [2.857, -1.534, -3.451], [1.450, 0.332, -3.177], [-0.477, 2.891, 0.571], [-1.276, 2.753, -0.912], [-1.163, 1.754, -1.771], [-1.897, 1.955, -2.934], [-1.943, 1.091, -4.029], [-2.703, 1.442, -5.132], [-3.435, 2.629, -5.157], [-3.419, 3.487, -4.065], [-2.647, 3.140, -2.963], [-2.400, 4.001, -1.474], [-1.368, 0.175, -4.009], [-2.730, 0.779, -5.989], [-4.022, 2.888, -6.030], [-3.994, 4.405, -4.068], [-2.502, 1.114, 0.840], [-2.146, 1.334, 2.228], [-2.304, 2.674, 2.754], [-1.412, 0.372, 2.873], [-0.571, -0.318, 2.193], [-0.224, -1.634, 2.545], [-1.220, -2.558, 2.798], [-0.929, -3.882, 3.180], [0.379, -4.272, 3.297], [1.424, -3.373, 2.957], [2.762, -3.843, 2.985], [3.786, -3.026, 2.587], [3.492, -1.714, 2.170], [2.205, -1.213, 2.146], [1.992, 0.067, 1.593], [2.730, 1.043, 2.008], [3.096, 2.073, 1.188], [3.075, 3.455, 1.636], [3.069, 1.905, -0.251], [3.237, 1.166, 3.298], [2.582, 0.515, 4.407], [4.635, 1.473, 3.513], [1.133, -2.045, 2.551], [-1.697, 0.263, 4.234], [-3.074, 0.283, 4.689], [-0.799, -0.386, 5.163], [-3.286, 1.821, 0.560], [-2.885, 0.100, 0.719], [-1.654, 1.244, 0.152], [-1.808, 3.396, 2.097], [-1.844, 2.737, 3.738], [-3.362, 2.945, 2.842], [-2.251, -2.244, 2.689], [-1.738, -4.574, 3.384], [0.641, -5.273, 3.617], [2.946, -4.870, 3.279], [4.807, -3.385, 2.555], [4.292, -1.084, 1.800], [2.939, 3.500, 2.713], [2.245, 3.984, 1.158], [4.010, 3.956, 1.369], [3.328, 0.881, -0.514], [3.805, 2.579, -0.694], [2.092, 2.144, -0.674], [1.518, 0.446, 4.184], [2.712, 1.129, 5.303], [2.969, -0.490, 4.609], [5.081, 1.851, 2.597], [5.180, 0.570, 3.822], [4.751, 2.225, 4.299], [-3.732, 0.595, 3.882], [-3.199, 0.970, 5.532], [-3.375, -0.721, 5.017], [0.225, -0.307, 4.810], [-1.030, -1.448, 5.299], [-0.873, 0.116, 6.132], [-2.473, -3.269, -6.208], [-1.537, -3.668, -5.264], [-1.619, -3.207, -3.957], [-2.652, -2.350, -3.582], [-3.598, -1.964, -4.528], [-3.509, -2.424, -5.835], [-2.619, -1.601, -1.771], [-4.437, -0.919, -1.625], [-4.922, 0.293, -2.103], [-6.208, 0.699, -1.773], [-7.006, -0.107, -0.968], [-6.528, -1.322, -0.497], [-5.236, -1.729, -0.810], [-4.591, -2.982, -0.356], [-5.187, -3.963, 0.430], [-4.483, -5.116, 0.748], [-3.188, -5.300, 0.276], [-2.574, -4.312, -0.484], [-3.273, -3.153, -0.792], [-2.390, -3.608, -7.234], [-0.723, -4.325, -5.545], [-0.865, -3.501, -3.236], [-4.405, -1.300, -4.248], [-4.248, -2.112, -6.564], [-4.299, 0.919, -2.732], [-6.583, 1.649, -2.132], [-8.007, 0.215, -0.708], [-7.165, -1.948, 0.117], [-6.201, -3.834, 0.791], [-4.948, -5.875, 1.364], [-2.647, -6.209, 0.508], [-1.553, -4.445, -0.818]]
}

***

3.
{
  "formula": "C45H47F6N6O7PY",
  "method": "wB97M-V/def2-TZVPD",
  "gap_ev": [5.7, 5.7],
  "molar_mass_g_mol": 1017.8,
  "charge": -2,
  "lumo_ev": [3.64, 3.64],
  "de_lowest_kcal_mol": 71.7,
  "multiplicity": 2,
  "fmax_ev_per_a": 2.07,
  "total_energy_ha": -3577.2529,
  "elements": ["Y", "C", "C", "C", "C", "N", "C", "C", "C", "C", "C", "C", "C", "H", "H", "H", "H", "H", "H", "H", "H", "O", "C", "O", "C", "C", "C", "C", "C", "C", "O", "N", "O", "O", "N", "O", "O", "H", "H", "F", "P", "F", "F", "F", "F", "F", "C", "C", "C", "C", "C", "C", "C", "C", "C", "C", "C", "C", "N", "H", "H", "H", "H", "H", "H", "H", "H", "H", "H", "H", "H", "H", "H", "H", "H", "H", "C", "N", "C", "C", "C", "C", "C", "C", "C", "C", "H", "H", "H", "H", "H", "H", "H", "H", "H", "H", "H", "H", "H", "C", "C", "C", "C", "N", "C", "C", "H", "H", "H", "H", "H", "H", "H"],
  "coordinates": [[0.078, 0.892, 0.369], [0.178, -2.035, -4.008], [-0.428, -1.172, -4.905], [-0.469, 0.178, -4.606], [0.073, 0.619, -3.389], [0.554, -0.245, -2.490], [0.645, -1.521, -2.803], [0.195, 2.044, -3.049], [0.385, 2.936, -4.111], [0.538, 4.284, -3.875], [0.540, 4.727, -2.563], [0.416, 3.825, -1.517], [0.208, 2.443, -1.687], [0.294, -3.080, -4.241], [-0.843, -1.537, -5.836], [-0.894, 0.879, -5.318], [1.132, -2.153, -2.076], [0.458, 2.571, -5.129], [0.676, 4.973, -4.701], [0.659, 5.785, -2.360], [0.491, 4.235, -0.523], [1.624, -3.387, -0.201], [0.648, -2.756, 0.209], [0.600, -1.549, 0.552], [-0.679, -3.543, 0.265], [-0.703, -4.852, 0.626], [-1.906, -5.606, 0.574], [-3.042, -5.031, 0.017], [-3.024, -3.721, -0.432], [-1.871, -2.852, -0.191], [-1.918, -1.626, -0.349], [-4.156, -3.243, -1.096], [-4.039, -2.340, -1.940], [-5.255, -3.761, -0.869], [-1.944, -6.936, 1.000], [-0.934, -7.439, 1.503], [-2.992, -7.583, 0.870], [0.206, -5.353, 0.925], [-3.938, -5.623, -0.109], [0.537, 2.121, 2.745], [0.557, 3.756, 2.569], [0.568, 5.358, 2.358], [-0.654, 3.880, 3.646], [1.625, 3.881, 3.770], [1.732, 3.586, 1.465], [-0.569, 3.614, 1.375], [3.605, 0.470, -3.450], [3.434, 0.982, -2.020], [4.009, 2.396, -1.877], [4.027, 0.098, -0.955], [5.120, -0.698, -1.190], [5.723, -1.417, -0.165], [5.256, -1.250, 1.132], [4.187, -0.440, 1.436], [3.813, -0.226, 2.883], [2.484, -0.896, 3.221], [3.772, 1.267, 3.209], [3.429, 0.187, 0.368], [2.321, 0.817, 0.569], [2.973, 1.057, -4.118], [3.310, -0.576, -3.521], [4.636, 0.565, -3.789], [2.364, 1.044, -1.806], [5.093, 2.378, -1.995], [3.765, 2.782, -0.891], [3.583, 3.065, -2.625], [5.524, -0.774, -2.192], [6.559, -2.074, -0.366], [5.760, -1.772, 1.940], [4.599, -0.693, 3.498], [1.691, -0.431, 2.639], [2.254, -0.796, 4.284], [2.513, -1.951, 2.959], [3.080, 1.763, 2.534], [4.758, 1.712, 3.080], [3.439, 1.444, 4.230], [-3.070, 2.716, -2.639], [-2.963, 1.285, -2.958], [-4.041, 0.844, -3.847], [-2.836, 0.391, -1.737], [-3.268, 1.024, -0.444], [-4.638, 1.234, -0.279], [-5.120, 1.880, 0.840], [-4.215, 2.240, 1.824], [-2.874, 1.915, 1.698], [-2.311, 1.325, 0.546], [-2.897, 3.309, -3.538], [-2.319, 2.978, -1.890], [-4.060, 2.925, -2.240], [-2.066, 1.152, -3.448], [-5.000, 1.039, -3.371], [-3.953, -0.227, -4.024], [-3.998, 1.374, -4.800], [-1.791, 0.102, -1.644], [-3.412, -0.520, -1.907], [-5.336, 0.878, -1.029], [-6.180, 2.086, 0.950], [-4.562, 2.761, 2.709], [-2.235, 2.161, 2.534], [-0.391, -2.525, 6.773], [-0.590, -1.737, 5.512], [-0.708, -0.353, 5.536], [-0.901, 0.335, 4.349], [-0.966, -0.258, 3.166], [-0.873, -1.580, 3.142], [-0.686, -2.359, 4.274], [-0.110, -1.869, 7.596], [0.388, -3.272, 6.636], [-1.311, -3.050, 7.036], [-0.638, 0.186, 6.471], [-0.998, 1.413, 4.362], [-0.930, -2.037, 2.168], [-0.586, -3.431, 4.183]]
}

***

4.
{
  "formula": "C45H48AsBBiBrN5PS",
  "method": "wB97M-V/def2-TZVPD",
  "gap_ev": 7.1,
  "molar_mass_g_mol": 1096.6,
  "charge": 2,
  "lumo_ev": -5.35,
  "de_lowest_kcal_mol": 17.3,
  "fmax_ev_per_a": 0.40,
  "total_energy_ha": -7805.5842,
  "elements": ["Bi", "N", "C", "C", "N", "H", "H", "H", "H", "H", "H", "H", "H", "H", "S", "C", "C", "C", "N", "C", "C", "C", "C", "C", "N", "C", "C", "H", "H", "H", "H", "H", "H", "H", "H", "C", "C", "As", "C", "C", "C", "C", "C", "C", "C", "C", "C", "C", "C", "C", "P", "C", "C", "C", "C", "C", "C", "C", "C", "C", "C", "C", "C", "H", "H", "H", "H", "H", "H", "H", "H", "H", "H", "H", "H", "H", "H", "H", "H", "H", "H", "H", "H", "H", "H", "H", "H", "Br", "C", "C", "C", "C", "C", "C", "H", "H", "H", "H", "B", "C", "N", "H", "H", "H"],
  "coordinates": [[-1.815, -0.518, -0.672], [-1.562, 4.473, 2.741], [-2.564, 3.333, 2.737], [-2.281, 2.411, 1.557], [-3.282, 1.370, 1.354], [-1.606, 5.020, 3.605], [-1.718, 5.120, 1.964], [-0.602, 4.115, 2.653], [-3.554, 3.782, 2.696], [-2.441, 2.833, 3.696], [-1.306, 1.935, 1.710], [-2.180, 2.997, 0.639], [-4.206, 1.745, 1.170], [-3.359, 0.735, 2.142], [-6.293, -0.138, -6.160], [-5.190, -0.314, -4.770], [-5.494, 0.260, -3.540], [-4.603, 0.110, -2.498], [-3.455, -0.568, -2.612], [-3.166, -1.132, -3.792], [-4.006, -1.027, -4.886], [-5.567, 1.351, -6.826], [-6.091, 2.593, -6.502], [-5.485, 3.721, -7.038], [-4.428, 3.679, -7.845], [-3.950, 2.477, -8.163], [-4.485, 1.286, -7.689], [-6.411, 0.817, -3.405], [-4.813, 0.548, -1.528], [-2.246, -1.696, -3.856], [-3.737, -1.504, -5.819], [-6.955, 2.681, -5.858], [-5.872, 4.707, -6.806], [-3.100, 2.460, -8.835], [-4.069, 0.335, -7.994], [1.898, -1.434, -0.199], [3.363, -1.372, 0.222], [4.183, 0.421, 0.148], [5.996, -0.154, -0.248], [6.698, -1.020, 0.588], [7.985, -1.414, 0.256], [8.578, -0.941, -0.909], [7.884, -0.078, -1.742], [6.591, 0.315, -1.413], [4.383, 0.827, 2.050], [4.142, -0.057, 3.096], [4.313, 0.345, 4.418], [4.727, 1.637, 4.705], [4.981, 2.525, 3.666], [4.806, 2.122, 2.350], [0.599, -0.764, 0.891], [0.541, -1.717, 2.415], [-0.336, -1.326, 3.431], [-0.483, -2.095, 4.573], [0.231, -3.281, 4.703], [1.070, -3.700, 3.682], [1.224, -2.926, 2.538], [0.999, 0.964, 1.300], [1.123, 1.863, 0.237], [1.468, 3.187, 0.465], [1.694, 3.628, 1.765], [1.543, 2.750, 2.831], [1.192, 1.426, 2.601], [1.591, -2.464, -0.408], [1.760, -0.920, -1.155], [3.935, -1.934, -0.519], [3.552, -1.852, 1.180], [6.254, -1.374, 1.512], [8.531, -2.084, 0.907], [9.585, -1.244, -1.164], [8.346, 0.291, -2.648], [6.051, 0.986, -2.070], [3.820, -1.075, 2.905], [4.138, -0.361, 5.222], [4.875, 1.946, 5.732], [5.330, 3.527, 3.882], [5.013, 2.826, 1.550], [-0.915, -0.414, 3.327], [-1.157, -1.779, 5.358], [0.122, -3.883, 5.596], [1.609, -4.634, 3.772], [1.873, -3.278, 1.748], [1.014, 1.523, -0.789], [1.618, 3.857, -0.372], [2.032, 4.642, 1.942], [1.764, 3.072, 3.841], [1.137, 0.743, 3.437], [-5.449, -5.040, 2.955], [-4.445, -3.815, 1.952], [-5.075, -2.703, 1.411], [-4.326, -1.796, 0.676], [-2.962, -1.999, 0.480], [-2.348, -3.129, 1.014], [-3.091, -4.040, 1.752], [-6.136, -2.554, 1.554], [-4.834, -0.938, 0.248], [-1.299, -3.342, 0.844], [-2.620, -4.924, 2.161], [0.448, -3.989, -3.260], [-0.276, -2.866, -2.466], [-0.793, -2.032, -1.843], [0.071, -3.913, -4.410], [1.633, -3.741, -3.128], [0.121, -5.024, -2.714]]
}